# C6H8S2

C6H8S2 as an isolated structure in a non-equilibrium geometry (ωB97M-V/def2-TZVPD, the OMol25 dataset).

```
16
Properties=species:S:1:pos:R:3:forces:R:3
C 0.710630 -0.437142 -1.740538 0.1 0.7 -1.2
C 0.127063 0.122814 -0.505707 -1.7 0.6 0.2
C -0.938004 0.955560 -0.379291 1.2 -0.2 -1.0
C -1.171233 1.075413 1.107024 0.0 0.0 0.5
C -0.989585 -0.393604 1.544623 -0.4 -1.2 -2.1
C 0.445424 -0.286104 0.937032 -0.8 0.8 0.1
H 2.859085 -1.200232 -1.212862 0.3 0.1 0.0
H 0.534119 -1.515481 -1.759780 0.1 0.1 -0.2
H 0.230965 0.031983 -2.655957 0.4 -0.6 1.1
H -1.428363 1.526636 -1.179556 0.1 -0.4 0.5
H -1.977745 1.704511 1.468137 0.0 -0.1 0.0
H -1.071834 -0.668923 2.579109 0.2 0.3 0.5
H -1.578697 -1.107025 0.915296 0.0 0.4 0.6
H 1.166268 -1.054468 1.102671 0.6 -0.3 0.2
S 2.544166 -0.145823 -1.978241 -0.8 -0.4 0.4
S 0.537742 1.391886 1.758041 0.5 0.2 0.3
```
Positions in Å, forces in eV/Å.

Calculated values
Electronic energy in eV: -28019.9472
Energy above the lowest of the compared OMol25 structures with the same formula, charge and spin in eV: 2.0952
Total charge: 0
Orbital gap in eV: 8.90

Quick look at the Löwdin charges, all values in e:
1. C -0.494
2. C -0.382
3. C -0.086
4. C -0.477
5. C -0.227
6. C -0.425
7. H -0.161
8. H 0.077
9. H 0.092
10. H 0.120
11. H 0.103
12. H 0.092
13. H 0.118
14. H 0.100
15. S 0.679
16. S 0.873